Formula: C37H85Cl3
Source: the Open Molecules 2025 dataset
Level of theory: ωB97M-V with the def2-TZVPD basis set

Its gap between HOMO and LUMO is 10.82 eV. As for the spin multiplicity: 1. Its SMILES is ClC(Cl)Cl.CCCCCC.CCCCCC.CCCCCC.CCCCCC.CCCCCC.CCCCCC. The maximum force comes out at 0.051 hartree/bohr. The calculation puts the LUMO energy at 0.347 eV. The calculated total energy is -77313.5211 eV.

```
125
Properties=species:S:1:pos:R:3:forces:R:3:mulliken_charge:R:1
C -9.7369 15.2111 -13.2060 0.19 -0.37 -0.20 -1.238
C -9.2010 13.7675 -13.1061 -1.63 -0.42 0.78 -0.435
C -10.2003 12.7797 -12.3555 1.33 -0.22 -0.78 -0.475
C -9.4945 11.4464 -12.0425 0.22 -0.33 0.29 -0.720
C -10.3302 10.3332 -11.3674 0.63 1.02 1.04 -0.461
C -10.9441 10.8257 -10.0552 -0.08 0.07 -0.04 -1.179
H -10.0347 15.5722 -12.2216 0.26 0.06 0.12 0.313
H -10.6136 15.3768 -13.8321 0.01 -0.41 -0.23 0.319
H -8.9332 15.8290 -13.6066 -0.09 0.27 0.13 0.364
H -8.9191 13.3394 -14.0680 -0.02 0.14 -0.09 0.349
H -8.3034 13.8374 -12.4917 0.15 -0.24 -0.01 0.304
H -11.0677 12.4717 -12.9394 -0.28 0.72 -0.23 0.291
H -10.5084 13.3044 -11.4512 -0.21 -0.24 0.10 0.324
H -9.0962 10.9664 -12.9364 0.04 0.42 -0.45 0.335
H -8.6128 11.6877 -11.4488 0.09 -0.18 0.33 0.350
H -11.0542 9.9493 -12.0862 -0.17 -0.11 0.22 0.311
H -9.6810 9.5336 -11.0108 0.25 -0.27 -0.77 0.299
H -11.2654 9.9987 -9.4222 -0.74 -0.01 -0.30 0.362
H -10.2012 11.2837 -9.4021 0.36 0.34 -0.33 0.298
H -11.7044 11.5792 -10.2609 -0.30 -0.23 0.41 0.289
C 5.0036 15.7095 -8.2280 -0.38 1.44 -0.07 -1.224
C 5.7658 17.0352 -8.6349 -0.35 -1.21 -0.32 -0.506
C 6.8106 17.5866 -7.7050 0.60 0.03 0.06 -0.439
C 7.4228 18.9256 -8.1804 0.52 -0.81 0.22 -0.696
C 8.2341 19.6038 -7.0719 0.07 1.01 0.20 -0.514
C 9.4341 18.8250 -6.5006 -0.83 -0.30 -0.50 -1.130
H 5.5464 14.9602 -7.6517 0.23 0.18 -0.15 0.329
H 4.5215 15.2526 -9.0923 0.47 -0.15 -0.24 0.343
H 4.1266 16.0265 -7.6636 0.11 -0.12 0.55 0.313
H 6.2859 16.8451 -9.5738 -0.24 0.15 -0.33 0.288
H 5.0116 17.8094 -8.7760 -0.09 -0.03 -0.34 0.322
H 7.6220 16.8613 -7.6431 0.05 -0.14 0.29 0.281
H 6.3911 17.7029 -6.7057 0.04 0.13 0.21 0.340
H 8.1540 18.8047 -8.9797 -0.02 -0.68 -0.31 0.272
H 6.6466 19.5078 -8.6771 -0.11 0.57 0.59 0.427
H 8.7111 20.4977 -7.4739 -0.32 0.33 -0.22 0.316
H 7.5677 19.9623 -6.2873 -0.02 -0.12 0.24 0.340
H 10.0667 18.5838 -7.3549 0.22 -0.29 0.12 0.281
H 10.0262 19.4133 -5.7995 -0.18 0.08 -0.02 0.363
H 9.1043 17.9095 -6.0096 0.22 -0.09 0.02 0.295
C 4.6920 9.8035 -17.4318 -0.07 -0.22 0.13 -1.115
C 4.8648 8.5976 -18.3318 -0.39 0.21 -0.56 -0.449
C 6.2323 8.0439 -18.3643 1.43 -1.56 0.12 -0.656
C 7.2572 8.7432 -19.2554 0.25 0.87 0.99 -0.470
C 8.7179 8.3463 -18.9565 0.77 1.03 -0.85 -0.499
C 9.8377 9.1356 -19.8075 -1.20 -1.43 0.33 -1.199
H 3.6225 9.9997 -17.3564 0.12 0.55 0.05 0.330
H 5.2748 10.6726 -17.7369 -0.31 0.11 -0.27 0.323
H 5.0596 9.5657 -16.4336 -0.10 -0.14 0.16 0.306
H 4.2174 7.7934 -17.9822 -0.32 0.13 -0.11 0.295
H 4.6533 8.8048 -19.3808 -0.77 0.26 -0.02 0.264
H 6.1700 6.9994 -18.6699 0.02 -0.24 -0.17 0.356
H 6.5555 7.9759 -17.3256 0.60 0.16 0.12 0.292
H 6.9899 8.7102 -20.3116 0.04 -0.40 -0.08 0.364
H 7.1394 9.7909 -18.9786 0.29 0.44 -0.21 0.211
H 8.9268 8.5881 -17.9144 -0.11 -0.05 0.15 0.305
H 8.8403 7.2664 -19.0395 0.12 -0.05 -0.24 0.347
H 9.7410 10.2132 -19.6751 0.12 -0.09 0.07 0.314
H 10.8373 8.7743 -19.5660 0.00 0.27 0.54 0.363
H 9.7852 8.8952 -20.8694 -0.49 0.16 -0.14 0.318
C 1.3098 5.0593 -6.8069 -0.99 -0.05 -0.61 -1.131
C 0.0660 4.2312 -7.2209 0.06 0.16 -0.20 -0.523
C 0.1005 3.6444 -8.6525 0.35 0.89 1.17 -0.704
C 0.3842 4.7094 -9.7187 -1.04 -1.14 -0.23 -0.511
C 0.1246 4.0695 -11.0873 0.63 -0.20 0.75 -0.367
C 0.3276 5.0052 -12.2277 0.45 0.91 -0.09 -1.267
H 1.1514 5.4782 -5.8132 0.37 -0.32 0.16 0.355
H 1.3977 5.9278 -7.4597 0.03 0.02 -0.11 0.282
H 2.2316 4.4888 -6.9213 0.02 -0.04 0.39 0.302
H -0.1392 3.4341 -6.5063 0.29 -0.17 0.08 0.354
H -0.8241 4.8564 -7.1508 -0.02 0.32 -0.01 0.301
H -0.8557 3.1462 -8.8129 0.03 -0.08 -0.24 0.375
H 0.8973 2.9009 -8.6726 0.01 -0.23 -0.23 0.297
H -0.3786 5.4879 -9.7073 0.27 0.54 0.70 0.260
H 1.3911 5.0880 -9.5432 -0.07 0.25 -0.47 0.365
H 0.7740 3.1973 -11.1629 -0.19 -0.28 -0.23 0.350
H -0.9262 3.7808 -11.0628 0.05 -0.50 -0.10 0.284
H 0.3333 4.5029 -13.1951 -0.26 0.24 -0.04 0.351
H -0.4091 5.8041 -12.1437 -0.34 -0.08 -0.53 0.315
H 1.2619 5.5542 -12.1095 0.36 -0.21 -0.17 0.314
C -7.0956 0.5920 -19.8491 -0.02 -0.24 0.00 -1.260
C -6.4349 0.8123 -18.4925 2.20 0.94 -1.12 -0.408
C -6.3777 2.3076 -18.1713 -1.31 -0.06 1.61 -0.531
C -5.5429 2.7548 -16.9560 -0.21 -0.29 -0.44 -0.695
C -5.6191 4.2753 -16.7579 0.25 -1.30 0.50 -0.483
C -4.9500 5.0933 -17.8273 -0.53 0.80 -0.12 -1.130
H -6.9745 -0.4428 -20.1692 -0.62 -0.15 0.14 0.379
H -6.6385 1.1435 -20.6707 0.42 0.36 0.31 0.313
H -8.1242 0.9527 -19.8448 -0.26 -0.51 0.03 0.324
H -6.7020 0.1165 -17.6972 -0.70 0.42 0.06 0.376
H -5.3708 0.6136 -18.6211 0.31 -0.64 -0.20 0.273
H -7.4117 2.5853 -17.9665 -0.27 0.47 0.00 0.325
H -6.0732 2.9218 -19.0188 0.11 -0.43 -0.27 0.239
H -5.8150 2.3067 -16.0004 -0.60 -0.34 -0.14 0.326
H -4.5359 2.3641 -17.1022 0.46 0.46 -0.12 0.365
H -6.6687 4.5432 -16.6371 -0.16 0.09 -0.28 0.272
H -5.2055 4.4457 -15.7639 0.36 0.44 -0.06 0.353
H -5.4345 5.0126 -18.8003 -0.02 -0.35 -0.05 0.339
H -5.1363 6.1327 -17.5571 0.59 0.26 -0.07 0.338
H -3.8891 4.8816 -17.9610 -0.01 0.09 0.20 0.284
C -1.2476 21.5972 -13.1209 0.63 -1.76 0.02 -1.050
C -0.4512 20.2729 -12.7802 0.74 -0.06 0.16 -0.582
C 0.1642 19.5121 -13.9923 -1.47 1.86 0.32 -0.676
C -0.8682 18.7704 -14.7761 0.69 -1.29 -0.76 -0.577
C -0.2777 18.3170 -16.1224 -0.57 -0.28 0.97 -0.292
C -1.2923 17.4555 -16.8116 -0.48 -0.46 -0.84 -1.307
H -2.2567 21.3762 -13.4687 0.07 -0.12 -0.25 0.283
H -0.6690 22.0453 -13.9287 -0.27 0.55 0.11 0.276
H -1.3887 22.2548 -12.2632 0.43 0.01 -0.04 0.353
H 0.4456 20.4827 -12.1974 -0.18 0.62 0.41 0.337
H -1.0052 19.5653 -12.1632 -0.36 0.09 0.00 0.333
H 1.0009 18.8643 -13.7307 -0.09 0.06 0.18 0.398
H 0.5191 20.3166 -14.6364 0.56 -0.02 -0.17 0.246
H -1.1112 17.8487 -14.2473 -0.19 -0.13 0.22 0.277
H -1.8280 19.2608 -14.9384 0.16 0.51 0.07 0.344
H 0.0874 19.1689 -16.6959 -0.25 0.02 -0.23 0.364
H 0.5826 17.6711 -15.9473 0.29 0.16 0.23 0.251
H -0.8308 16.9799 -17.6770 -0.40 0.02 -0.29 0.364
H -1.6838 16.6557 -16.1830 0.47 -0.18 0.34 0.322
H -2.2199 17.9657 -17.0709 0.20 0.39 -0.45 0.337
C -1.6144 12.1345 -12.3575 0.24 -0.95 0.33 0.049
Cl -3.0824 11.2477 -12.9613 0.75 1.09 0.46 -0.110
Cl -0.5169 10.8676 -11.6709 -0.37 0.68 -0.14 -0.122
Cl -1.9052 13.4289 -11.1487 -0.16 -0.83 -0.79 -0.110
H -1.0634 12.5579 -13.1973 -0.46 0.01 0.14 0.292
```
Positions in Å, forces in eV/Å.